# 1
179
Properties=species:S:1:pos:R:3:forces:R:3 method="wB97M-V/def2-TZVPD" fmax_ev_per_a=3.6 e_homo_ev=-9.59 total_energy_ha=-4217.50761 lumo_energy_ha=0.001
O 5.654939 7.015256 -1.929830 0.83 -0.78 0.94
H 6.051048 7.155222 -2.796536 0.09 -0.09 -0.74
H 4.943403 7.626578 -1.894719 -0.99 0.76 0.13
O 5.284150 4.165663 -2.128544 -1.42 -0.80 1.42
H 5.580683 5.066285 -2.011605 0.24 1.10 0.00
H 4.625262 4.077890 -1.374693 1.07 -0.15 -1.52
O 3.643704 2.443137 2.889751 1.70 1.01 -0.65
H 2.969497 2.959877 3.379841 0.13 -0.13 0.09
H 4.498996 2.970129 2.778977 -1.58 -0.74 0.32
O 3.221556 0.818557 -2.767928 1.68 0.69 0.32
H 2.675642 0.145695 -2.399298 -1.12 -0.79 0.32
H 3.942202 0.834615 -2.104849 -0.23 0.28 -0.54
O -1.778808 4.341139 0.934605 0.23 1.44 -0.18
H -2.046231 3.465278 0.671449 -0.33 -0.86 -0.55
H -1.618573 4.806275 0.084962 -0.17 -0.50 0.59
O -0.419424 0.605580 3.860204 0.36 0.05 -1.29
H -1.057745 1.059324 3.250627 0.62 -0.56 0.86
H 0.190751 0.080280 3.261161 -0.88 0.59 0.56
O -8.042710 0.872200 -4.212906 0.23 -0.16 0.00
H -8.177552 0.563182 -5.107601 -0.36 0.08 -0.38
H -7.207944 0.431377 -3.999682 0.19 0.04 0.43
O 6.087790 6.684911 -4.510406 -1.63 1.43 -2.25
H 5.711157 5.773944 -4.545301 0.07 0.32 -0.34
H 5.484978 7.156424 -5.211666 1.89 -1.25 2.05
O 1.482199 3.011622 4.433449 1.29 0.19 0.59
H 1.027053 3.764606 4.085433 -0.64 0.66 -0.51
H 1.023489 2.225853 4.161935 -0.83 -0.75 -0.19
O -3.045040 2.178768 3.807848 -0.35 -1.40 -0.17
H -3.678473 2.348088 3.092148 -0.03 0.27 -0.16
H -2.567929 2.979600 3.940233 0.43 1.03 0.17
O -2.704008 -0.782366 4.836120 0.26 -0.27 0.10
H -3.296969 -0.052620 4.696892 -0.65 0.63 0.04
H -1.847082 -0.339759 4.877388 0.43 0.17 -0.13
O -3.495726 -1.230544 2.049166 0.31 -0.79 -0.59
H -3.005932 -1.085594 2.859039 0.15 0.41 0.77
H -3.282774 -2.182910 1.899847 -0.40 0.25 -0.23
O 4.084451 -5.124605 2.766791 0.49 -1.55 -0.59
H 3.682222 -4.285861 2.591839 -0.41 1.09 -0.37
H 4.080071 -5.610360 1.912678 -0.08 0.60 0.91
C 6.899158 3.252361 0.728615 0.76 -0.46 0.25
C 6.492340 1.780270 0.635008 1.21 -0.05 1.01
O 5.208477 1.579748 0.140944 -0.69 -0.24 -0.05
O 6.247723 3.838696 1.862169 -0.39 0.35 -0.11
H 6.669353 3.842354 -0.192229 0.28 -0.78 0.60
H 7.997484 3.213655 0.936521 -0.60 0.37 -0.36
H 6.724663 1.245724 1.655261 -0.70 0.97 -1.60
H 7.142636 1.314474 -0.092985 0.35 -0.12 -0.14
H 4.588298 1.866721 0.809421 -0.54 0.08 0.31
H 6.237237 4.796082 1.722644 -0.02 -0.28 0.21
C -5.976207 -2.174792 -1.819827 -0.36 -1.06 -0.30
C -5.413477 -1.875832 -3.158219 -1.88 0.31 -0.33
O -5.571574 -0.495374 -3.373459 -0.54 0.80 -0.56
O -5.030961 -1.810670 -0.881653 2.11 -0.95 -1.09
H -6.219999 -3.226335 -1.705582 0.03 -0.55 -0.16
H -6.909792 -1.647191 -1.646986 -0.15 0.33 -0.22
H -6.040151 -2.413748 -3.870080 0.31 -0.01 -0.48
H -4.392571 -2.140182 -3.213275 1.05 -0.60 -0.22
H -4.748340 -0.012329 -3.344358 0.69 0.02 -0.01
H -5.524317 -1.416141 -0.223510 -1.24 1.59 3.01
C -4.180486 1.746098 -0.334742 -0.40 -0.61 -0.90
C -5.145747 2.623123 0.384260 0.30 1.90 0.12
O -4.601625 3.180203 1.598506 0.31 0.17 -0.20
O -2.934626 2.343632 -0.596978 -0.02 1.22 0.10
H -4.708721 1.482042 -1.264945 0.30 -0.23 0.08
H -3.981867 0.862100 0.236089 -0.19 -0.83 0.45
H -6.007040 2.033130 0.680389 -0.18 0.03 -0.21
H -5.427416 3.508934 -0.259361 -0.05 -1.09 0.45
H -4.033760 3.926182 1.329170 -0.17 -0.37 0.29
H -2.482290 1.881285 -1.307375 -0.06 -0.29 -0.30
C -6.988300 -0.582592 2.270901 0.37 -0.89 1.54
C -7.135658 -1.896988 3.070784 1.24 -1.04 -0.74
O -7.618944 -3.039535 2.296219 0.51 0.80 -0.30
O -6.056847 -0.718580 1.241309 0.06 0.29 -0.51
H -6.655383 0.188748 2.997618 -0.29 -0.16 -0.33
H -7.918526 -0.305892 1.836795 -0.84 0.31 -0.34
H -7.881975 -1.760807 3.863927 0.45 -0.13 -0.03
H -6.085289 -2.186578 3.459333 -1.63 0.59 -0.13
H -7.027065 -3.235850 1.532638 -0.43 0.56 0.99
H -5.174614 -0.791922 1.633920 0.52 -0.17 0.18
C -3.284136 -5.347454 1.374635 -0.65 0.98 -0.84
C -3.982511 -5.906014 2.597990 -1.06 0.85 -1.58
O -3.220224 -5.822424 3.693080 2.24 0.06 2.72
O -2.804250 -4.002058 1.767206 -0.61 -1.56 -1.05
H -4.018106 -5.206684 0.552097 0.26 -0.10 0.42
H -2.482086 -5.945056 0.952498 0.44 -0.05 0.31
H -4.325042 -6.950684 2.540398 -0.13 0.47 -0.49
H -4.803339 -5.177736 2.660428 -0.75 -0.50 0.27
H -2.780886 -4.951161 3.817573 -0.54 -0.37 -0.29
H -1.858051 -4.087825 1.648311 0.82 0.49 0.48
C -0.446530 -3.154776 4.590383 0.75 -1.05 -1.72
C 0.181604 -4.216942 3.626980 2.14 0.11 1.96
O 0.022771 -3.932620 2.281382 -0.55 1.52 -1.53
O -1.850145 -3.300558 4.450782 0.99 -0.62 0.11
H -0.118430 -2.126567 4.219024 -0.23 -1.06 0.75
H -0.084432 -3.394950 5.607956 -0.19 0.45 -0.30
H -0.227115 -5.223372 3.815728 -0.02 0.47 0.01
H 1.318855 -4.268959 3.803315 -1.48 -0.02 0.24
H 0.273827 -2.985482 2.156590 -0.15 -1.02 -0.07
H -2.192539 -2.481662 4.771156 -1.23 0.89 0.35
C 4.268903 -2.005906 0.816771 0.17 -1.00 -1.03
C 3.713471 -2.280587 -0.590623 -0.19 0.26 0.49
O 2.650959 -1.312004 -0.882629 0.23 -1.05 -0.77
O 3.230628 -2.292278 1.757579 0.58 0.75 -0.04
H 4.667087 -1.006676 0.810470 -0.45 0.93 0.51
H 5.197155 -2.601932 1.002967 -0.85 -0.16 -0.14
H 3.317823 -3.307491 -0.565937 -0.10 0.28 -0.33
H 4.507573 -2.193033 -1.347017 -0.16 -0.08 0.20
H 2.173554 -1.630768 -1.701547 0.41 -0.02 1.37
H 3.328193 -1.594538 2.454844 -0.04 -0.27 -0.13
C -0.505314 1.129564 0.482418 0.95 0.94 -0.63
C 0.909730 0.783681 0.942809 -0.98 2.50 1.33
O 0.822947 -0.453438 1.519094 -0.57 -1.64 1.39
O -0.884470 0.304265 -0.598990 0.20 0.11 -0.79
H -0.626803 2.190661 0.164709 0.41 -0.81 0.34
H -1.174724 0.892897 1.271454 -0.69 0.17 0.96
H 1.271743 1.578209 1.700191 -0.52 -0.95 -1.00
H 1.606587 0.747664 0.164727 0.99 0.27 -1.53
H 1.538881 -1.016362 1.233069 0.78 -0.50 -0.20
H -1.506544 -0.385114 -0.358968 -0.15 -0.28 0.09
C 1.888227 4.805122 -0.440700 -1.11 -0.88 0.08
C 1.462692 5.619904 0.751404 0.63 1.93 -0.23
O 0.703612 5.105552 1.802658 1.44 -0.43 0.58
O 0.709916 4.200264 -1.043275 1.50 -0.39 -1.56
H 2.637955 4.076218 -0.171173 -0.02 -0.93 0.38
H 2.453110 5.468005 -1.083523 -0.33 0.48 -0.63
H 0.975231 6.531859 0.371169 -0.23 -0.17 -0.16
H 2.411416 6.034452 1.141172 -0.31 -0.35 0.32
H -0.117457 4.748147 1.482889 -0.99 -0.40 -0.43
H 0.974412 3.776721 -1.929660 -0.35 0.94 1.73
C 4.205752 -0.256949 4.628437 -2.76 0.28 -0.42
C 5.606225 -0.593617 4.597678 2.67 -1.46 -0.39
O 5.697682 -1.956507 4.060393 0.61 0.70 0.72
O 3.557811 -0.177281 3.319509 0.45 1.74 0.18
H 4.150632 0.742890 5.090709 -0.56 -0.51 0.26
H 3.653838 -1.096706 5.139929 0.43 1.21 0.01
H 6.053431 -0.472480 5.646125 -0.55 -0.41 -1.33
H 6.147933 0.069794 3.902608 -0.04 0.02 0.31
H 6.612445 -2.291741 4.117288 -0.64 0.37 0.01
H 3.511601 0.816069 3.016709 0.37 -1.97 0.88
C -0.582483 -4.915061 -5.198635 -0.26 -0.43 1.97
C -0.074870 -5.899775 -4.040645 2.13 0.82 -1.08
O 1.332285 -6.226169 -4.283640 0.14 1.41 0.36
O -0.211673 -3.530787 -5.059409 0.10 -1.00 0.16
H -1.670762 -4.994275 -5.147848 -0.20 0.02 -0.45
H -0.186266 -5.235522 -6.151836 -0.09 -0.32 -0.13
H -0.455871 -6.923647 -4.040751 -0.91 0.51 -0.21
H -0.154873 -5.458724 -3.017810 -0.30 -0.14 -0.72
H 1.855050 -5.387503 -4.268024 -0.68 -0.94 -0.03
H -0.099564 -3.328901 -4.117077 0.19 0.10 0.00
C -0.167462 0.763682 -3.982732 -0.37 0.18 -0.13
C -1.657848 0.400764 -4.237191 0.92 -0.85 0.02
O -2.578752 0.529874 -3.176898 0.00 0.71 0.44
O 0.404680 0.048927 -2.908619 -0.89 -0.28 1.95
H 0.077599 1.828233 -3.765941 -0.79 -0.38 -0.49
H 0.356675 0.490084 -4.917795 -0.06 0.08 0.45
H -1.766699 -0.601965 -4.695860 0.50 0.07 0.48
H -1.934637 1.034199 -5.033851 -0.76 1.12 -0.79
H -2.468858 -0.197873 -2.533312 0.16 -0.24 -0.43
H -0.116183 0.299644 -2.037734 1.05 -0.67 -1.58
C 2.656662 3.140487 -5.162116 -1.37 1.68 1.60
C 3.415429 4.411593 -5.421510 1.49 -0.03 -0.11
O 4.769924 4.422126 -4.885923 -0.54 -0.41 -0.48
O 2.228548 3.090097 -3.757622 0.39 0.59 -1.43
H 3.119511 2.261728 -5.449594 1.54 -1.75 -0.26
H 1.767609 3.154962 -5.752168 -0.91 0.31 -0.54
H 2.864503 5.190415 -4.947410 -0.59 0.80 0.41
H 3.506275 4.691494 -6.497546 -0.02 -0.58 0.70
H 4.801098 4.269165 -3.921357 -0.60 -0.40 0.01
H 2.625435 2.285728 -3.410248 0.17 -0.59 0.58
C -1.787546 -3.081666 -1.911224 -2.47 0.49 -0.90
C -0.381149 -2.969708 -1.470754 0.74 -0.12 0.27
O 0.548480 -2.590187 -2.500652 -0.70 2.28 0.17
O -2.539877 -1.778423 -1.753326 1.99 -1.35 -0.28
H -2.235385 -3.847168 -1.266615 -0.34 0.33 0.03
H -1.954764 -3.444557 -2.981053 0.47 0.66 1.27
H -0.047819 -3.946769 -1.135328 0.09 -0.37 -0.19
H -0.428308 -2.420803 -0.498188 0.69 0.46 -0.88
H 0.390997 -1.585681 -2.800688 0.18 -1.85 0.78
H -3.348319 -1.868540 -1.228018 -0.50 -0.39 0.14

=====

# 2
60
Properties=species:S:1:pos:R:3:forces:R:3 method="wB97M-V/def2-TZVPD" charge=-1 fmax_ev_per_a=0.7 multiplicity=6 e_homo_ev="-2.68 / -6.35" total_energy_ha=-2842.14104 relative_energy_kj_mol=0.0 lumo_energy_ha="0.078 / 0.058" s2=8.785
Ru 1.574048 -1.133133 -2.619225 -0.10 -0.37 0.38
O -1.349406 0.838007 -4.546642 0.19 -0.09 0.14
C -0.328068 0.533354 -3.934507 -0.27 0.10 -0.21
O -0.035085 -0.785103 -3.679555 -0.20 -0.02 -0.08
C 0.609591 1.470167 -3.382333 0.19 0.16 -0.20
C 0.604452 2.887765 -3.432016 -0.16 0.00 -0.06
C 1.588671 3.575502 -2.792513 0.19 0.20 0.06
C 2.652825 2.909741 -2.092721 -0.01 -0.12 0.05
C 2.613495 1.532357 -2.093783 0.25 0.65 0.07
N 1.645134 0.888314 -2.707324 -0.22 -0.31 -0.25
C 3.585381 0.577360 -1.437985 0.09 0.00 0.13
O 4.505675 0.957433 -0.745903 -0.02 0.01 -0.03
O 3.313347 -0.699402 -1.652958 0.18 -0.06 0.09
H -0.197543 3.400921 -3.946657 0.01 -0.03 -0.04
H 1.570179 4.658653 -2.811917 0.01 0.00 0.01
H 3.442122 3.446313 -1.590769 0.02 -0.02 0.02
F 4.323339 -1.217230 5.205264 0.04 0.01 -0.01
C 2.997057 -1.404455 5.253084 -0.02 0.00 -0.01
F 2.792129 -2.624129 5.793014 -0.01 -0.05 0.00
F 2.502868 -0.515874 6.139881 0.00 0.04 0.02
C 2.338508 -1.271519 3.911614 0.01 0.01 0.00
C 3.087012 -1.122765 2.758592 0.01 -0.03 0.00
C 2.444416 -1.021409 1.529281 -0.02 -0.06 0.04
C 1.056403 -1.048653 1.461076 0.00 0.03 -0.04
C 0.313552 -1.212226 2.632028 -0.02 0.02 0.01
C 0.949008 -1.325229 3.852757 0.00 -0.02 -0.01
P 0.260296 -0.825700 -0.171867 -0.05 -0.11 -0.15
C -1.218424 -1.886658 -0.050389 -0.01 -0.02 -0.12
C -2.400889 -1.500507 0.582142 0.03 -0.02 0.01
C -3.458914 -2.385109 0.676057 0.01 -0.01 -0.01
C -3.340102 -3.658216 0.127112 -0.03 -0.01 0.02
C -2.185403 -4.038800 -0.533867 0.02 0.02 -0.03
C -1.124575 -3.147164 -0.633026 -0.02 0.01 0.02
C -4.505178 -4.597189 0.249844 0.01 0.01 0.00
F -4.228231 -5.834717 -0.190063 0.02 0.00 -0.02
F -4.910820 -4.720566 1.531643 -0.01 0.01 0.04
F -5.578402 -4.164907 -0.442110 -0.01 0.02 -0.02
C -0.411528 0.862677 -0.106591 -0.01 0.20 0.08
C -1.268827 1.244155 -1.141748 0.23 -0.09 0.18
C -1.686986 2.559624 -1.269970 -0.01 -0.08 0.06
C -1.252868 3.497955 -0.349182 0.06 -0.06 0.05
C -0.409194 3.129805 0.695144 -0.03 0.12 0.00
C 0.014009 1.818987 0.816062 -0.02 -0.08 -0.10
C -1.618759 4.943976 -0.495172 0.01 0.00 0.03
F -0.565767 5.695034 -0.875529 0.04 0.02 -0.01
F -2.588263 5.150423 -1.399031 -0.05 -0.02 -0.05
F -2.051781 5.473393 0.670569 -0.02 0.00 0.05
H 4.166561 -1.090664 2.803738 -0.01 0.00 0.00
H 3.033433 -0.947076 0.626796 0.05 0.08 -0.11
H -0.766706 -1.260219 2.587686 0.01 0.02 0.02
H 0.373531 -1.456006 4.760302 -0.01 0.01 0.00
H -2.490815 -0.503840 0.997162 -0.02 0.00 -0.01
H -4.374614 -2.094715 1.175093 0.00 0.01 -0.01
H -2.113415 -5.018706 -0.984014 0.00 -0.01 0.00
H -0.229799 -3.416487 -1.185984 0.01 -0.02 0.02
H -1.540524 0.507854 -1.880247 -0.32 -0.04 -0.11
H -2.295931 2.849629 -2.115107 -0.05 -0.03 0.03
H -0.069485 3.875184 1.402963 0.00 0.00 -0.01
H 0.694437 1.549502 1.612862 0.01 -0.01 0.02
O 1.544824 -2.905711 -2.561083 0.01 0.03 0.01

=====

# 3
61
Properties=species:S:1:pos:R:3:forces:R:3 method="wB97M-V/def2-TZVPD" charge=+2 fmax_ev_per_a=2.5 e_homo_ev=-14.22 total_energy_ha=-2762.67576 relative_energy_kj_mol=67.1 lumo_energy_ha=-0.323
Mo 0.385597 0.346876 -0.365520 -0.54 -1.75 1.68
O 0.663069 1.367373 -1.755550 0.50 1.18 -1.44
C 0.417086 1.649656 -3.074780 -0.14 -0.14 0.31
C 1.132265 2.614645 -3.731015 0.20 0.18 0.07
C 0.827479 2.829560 -5.071374 -0.03 -0.01 -0.05
C -0.165360 2.092879 -5.711235 0.02 0.04 0.00
C -0.882082 1.135536 -5.013355 -0.09 -0.01 -0.17
C -0.596924 0.905388 -3.669862 -0.13 -0.19 0.12
C -1.329565 -0.064072 -2.912620 -0.13 0.06 -0.14
N -1.127242 -0.369840 -1.667655 0.09 0.13 0.14
N -1.966917 -1.345383 -1.157049 0.04 0.11 -0.17
C -1.619312 -1.651942 0.036629 -0.14 0.17 -0.10
O -0.526225 -1.005584 0.534051 -0.38 -0.29 0.07
C -2.334362 -2.590753 0.874952 0.18 -0.04 0.16
C -1.905881 -2.820167 2.183260 0.05 -0.01 0.02
C -2.604511 -3.703103 2.986187 -0.01 -0.01 0.03
C -3.722583 -4.355944 2.483583 -0.01 -0.02 0.00
C -4.148857 -4.129151 1.178294 -0.02 -0.02 0.00
C -3.460107 -3.247195 0.370239 -0.02 0.01 -0.09
H 1.889689 3.184699 -3.209614 -0.01 -0.01 -0.03
H 1.375011 3.585654 -5.617873 -0.01 -0.01 -0.01
H -0.381967 2.274446 -6.754559 0.00 0.00 0.01
H -1.664100 0.564245 -5.499311 0.03 0.03 0.00
H -2.137922 -0.602747 -3.397120 0.00 -0.01 -0.03
H -1.035030 -2.302271 2.562463 -0.01 -0.01 0.01
H -2.283508 -3.884033 4.003366 0.00 0.00 -0.03
H -4.266893 -5.048578 3.112787 0.01 0.02 -0.02
H -5.021266 -4.642412 0.796655 0.02 0.01 0.01
H -3.780040 -3.056552 -0.646032 -0.01 -0.03 0.05
O 1.654654 0.235597 1.268875 0.01 0.26 -0.18
C 2.483325 -0.650808 1.602665 0.01 0.05 -0.01
C 2.939793 -1.702775 0.781989 -0.06 0.06 0.07
C 3.879386 -2.616895 1.288420 0.05 0.04 0.18
C 4.374431 -3.568515 0.449454 0.09 -0.04 -0.08
C 4.002312 -3.637040 -0.893439 0.01 -0.01 -0.04
C 3.090269 -2.736893 -1.408296 0.02 -0.10 -0.15
C 2.538723 -1.782547 -0.567500 -0.23 0.16 -0.02
O 1.634209 -0.923666 -1.038828 0.58 -0.27 -0.17
N 5.347284 -4.551860 0.978681 -0.11 -0.21 0.06
O 5.616619 -4.469218 2.154896 0.04 0.09 -0.03
O 5.763448 -5.374867 0.198430 0.04 0.07 -0.03
H 2.889175 -0.564157 2.611263 0.03 0.04 0.05
H 4.215212 -2.576577 2.317743 -0.02 0.00 -0.02
H 4.445267 -4.403693 -1.515792 -0.01 0.00 0.00
H 2.793606 -2.767034 -2.447672 0.00 -0.03 0.02
O -1.367184 3.303882 -1.178108 -0.06 -0.04 0.05
S -0.456166 3.352366 -0.082891 0.29 0.23 -0.15
O 0.921669 3.664335 -0.312982 -0.18 -0.08 -0.04
N -0.499174 1.725578 0.679352 0.28 0.73 0.15
C -0.805550 1.877140 2.062855 0.00 -0.17 0.02
S -0.784070 0.673029 3.145958 -0.05 0.05 -0.20
C -1.124912 3.281397 2.389403 -0.02 0.08 -0.14
C -1.465749 3.766645 3.643181 -0.07 -0.01 0.06
C -1.679922 5.128482 3.792150 0.00 -0.01 0.01
C -1.554926 6.003030 2.714367 -0.03 0.05 0.06
C -1.218159 5.534947 1.453282 -0.07 0.01 -0.12
C -1.024842 4.173862 1.331388 -0.01 -0.31 0.18
H -1.560258 3.086694 4.478849 0.01 0.02 0.01
H -1.943580 5.519116 4.765529 0.00 0.01 -0.01
H -1.716006 7.063222 2.858641 -0.01 -0.03 0.01
H -1.118426 6.205992 0.610193 0.02 -0.03 0.02